Here is a 7-piece molecular cluster, C36H91N5O12 overall in a non-equilibrium geometry from the Open Molecules 2025 dataset. Energies are from wB97M-V/def2-TZVPD.

SMILES ... COCCNCCOC.COCCNCCOC.COCCNCCOC.COCCNCCOC.COCCNCCOC.CC(C)O.CC(C)O
Highest occupied orbital energy ... -0.3137 hartree
HOMO-LUMO gap ... 9.15 eV
ΔE to the lowest compared entry with this formula, charge and spin ... 0.231 eV
Strongest force on any atom ... 1.58 eV/Å

Structure (ORCA input):
```
! wB97M-V def2-TZVPD RIJCOSX def2/J DEFGRID3
* xyz 0 1
O 4.05448 5.22355 0.77541
O -5.37369 0.12228 1.59736
O -9.65141 -2.07663 -0.69265
O 4.08753 0.21836 -2.86913
O 2.79595 -2.99010 -5.75955
O -5.21055 -5.13796 1.41796
O 7.33782 2.47812 -0.94870
O -1.28936 -1.89289 -2.32235
O 0.06475 1.71516 1.95321
O -3.40087 -0.21242 -3.03045
O -0.13120 2.14144 4.71223
O 4.24671 0.32894 2.58299
N 2.19884 3.62371 3.48220
N 4.98641 -2.35579 -3.83228
N -3.07413 -3.59595 0.38723
N 6.72194 0.31094 1.36615
N -8.18141 -0.66990 1.74606
C -3.24146 0.90927 -2.17082
C -6.09165 -4.63570 0.42756
C 5.30497 -1.89678 -2.46837
C 8.20658 1.67166 -0.17939
C 2.69572 4.71914 2.65811
C -6.40522 0.59871 0.72536
C -0.18376 -2.09209 -3.18545
C 3.73707 -3.93076 -5.29144
C -1.41078 -2.83424 -1.29050
C -4.62137 -4.15691 2.24574
C -4.43835 1.14810 1.86070
C 3.53155 4.15628 1.51982
C 3.29389 0.05436 3.58084
C -1.87090 1.54618 -2.43389
C -10.36997 -1.61989 -1.82776
C -0.52551 1.06085 5.54032
C 1.29658 4.12799 4.54497
C 5.19194 1.07413 -3.03834
C -2.76742 -2.62656 -0.63448
C -10.16649 -1.51306 0.50398
C 2.61296 -3.08246 -7.15268
C 4.12864 -3.53430 -3.87873
C -9.20194 -1.70584 1.66475
C -1.01341 -0.34612 1.37090
C 7.52413 0.35845 0.15246
C -3.88335 -3.06635 1.48143
C 4.80663 4.80416 -0.36300
C 0.80918 2.97993 5.40847
C -4.35046 1.90385 -2.48705
C 0.31577 0.38841 1.53864
C -7.37336 -0.55746 0.52416
C 7.97320 3.67697 -1.33194
C 4.29566 -0.83223 -1.95115
C 1.09834 0.43348 0.24604
C 5.18843 1.33762 2.94963
C 6.02632 1.56183 1.71536
H 8.52412 2.20716 0.72919
H -11.09056 -2.05690 0.71460
H 5.47681 1.99545 0.87539
H -4.59051 -2.30185 1.14172
H 6.03770 -0.43262 1.39053
H 1.85859 5.31813 2.26217
H -3.18824 -2.61157 2.19484
H 3.34344 -1.31871 -1.71761
H 3.73791 -0.12323 4.56558
H 9.16569 1.50039 -0.68201
H 5.30252 1.76938 -2.20141
H 1.85321 4.86112 5.12866
H -1.26817 0.42989 5.06215
H 6.85367 2.24031 1.94826
H 1.65495 3.02203 2.88279
H 8.30678 -0.39658 0.24098
H 0.85484 -0.17906 2.30584
H -10.24480 -2.36401 -2.61239
H -1.66512 -0.23400 2.23976
H -3.94537 -4.62437 2.96178
H -1.76112 1.76824 -3.49416
H 6.27093 -1.40271 -2.56534
H -9.94181 -0.67309 -2.17673
H -5.42777 -3.72902 2.85584
H -6.85247 -3.96332 0.83377
H -1.05182 0.96283 -2.01505
H -0.95849 1.50574 6.44309
H -0.09911 -3.11408 -3.57246
H 8.88390 3.52842 -1.92104
H 2.16905 0.41876 0.47993
H -7.48742 -0.81848 2.47133
H -11.42692 -1.47524 -1.58812
H 2.43503 -4.09783 -7.52393
H -6.90299 1.45584 1.18906
H -4.83342 2.16842 1.89769
H -6.80979 -1.47398 0.31368
H -5.36904 1.55411 -2.30413
H 3.27498 5.41359 3.27425
H -3.47497 -4.46305 0.05884
H -4.16873 2.83533 -1.95299
H 5.30646 -2.72643 -1.76014
H 0.29869 3.37796 6.29621
H 5.34745 5.67674 -0.71964
H 4.30015 3.53124 1.99119
H 0.96589 -0.48375 -0.33893
H -0.87115 -1.40779 1.16778
H -7.98162 -0.26616 -0.33449
H -3.54275 -2.53393 -1.40613
H 3.18695 -3.39630 -3.31070
H 4.13602 4.46836 -1.16336
H 4.59442 -4.35576 -3.32157
H -10.37348 -0.44004 0.44755
H 0.43488 4.63535 4.09038
H 2.92097 3.48836 0.89869
H 0.00168 1.81230 2.92096
H -1.55230 0.08401 0.52086
H 0.72698 -1.89068 -2.60794
H -1.36749 -3.87967 -1.61832
H 5.45114 3.96755 -0.08566
H 4.66664 -3.93259 -5.87999
H 6.13531 0.58377 -3.28013
H -3.31371 0.55346 -1.13210
H -3.72375 1.18190 1.02866
H -5.50305 -4.11188 -0.32951
H 3.32971 -4.94813 -5.33852
H 8.21576 4.27199 -0.44615
H -0.64580 -2.69557 -0.51925
H -5.96009 0.95771 -0.21257
H 5.76147 1.06164 3.83967
H -4.36465 2.05491 -3.57071
H -6.58833 -5.49270 -0.01775
H -8.76754 -2.71401 1.68443
H 3.50380 -2.71762 -7.67415
H 1.75324 -2.48304 -7.44402
H -3.89501 0.95392 2.78310
H -2.70907 -1.64018 -0.17030
H 6.89376 0.13177 -0.71674
H 2.59178 0.89560 3.67184
H 7.30700 4.26512 -1.96180
H 4.60297 -0.47365 -0.95517
H -1.79606 2.51185 -1.91587
H 1.61888 2.34699 5.78238
H 0.90812 1.24327 -0.45538
H -2.64217 -0.81208 -2.87671
H 4.96017 1.71115 -3.89749
H -0.31897 -1.41610 -4.02587
H -9.81784 -1.62890 2.56550
H 4.61265 2.23209 3.22285
H 4.38456 -1.61304 -4.19354
H 2.73043 -0.81528 3.24476
H 0.33745 0.46331 5.84953
*
```